Record 1
C36H27CrN6O5PSSe2 | the ωB97M-V functional and the def2-TZVPD basis

Output
HOMO level (spin up / spin down), hartree: -0.053 / -0.066
Gap between HOMO and LUMO (spin up / spin down), Eh: 0.2104 / 0.2146
Net charge: -2
Multiplicity: 5

Each line ends with the Löwdin spin population.
Element x y z (Å)
Cr (-1.17, -0.09, 0.38)  2.919
O (1.51, 1.62, 3.42)  0.000
N (1.88, 1.12, 2.20)  -0.001
C (2.97, 0.48, 2.28)  0.000
C (3.63, -0.12, 1.11)  0.000
C (4.91, -0.61, 1.34)  0.000
C (5.68, -1.16, 0.33)  0.000
C (5.15, -1.21, -0.95)  0.000
C (3.86, -0.76, -1.18)  -0.001
C (3.06, -0.22, -0.17)  -0.002
P (1.30, 0.30, -0.51)  -0.004
C (1.05, -0.53, -2.14)  0.001
C (1.04, -1.94, -2.15)  0.001
C (0.75, -2.64, -3.30)  0.001
C (0.46, -1.95, -4.48)  0.001
C (0.46, -0.57, -4.48)  0.006
C (0.76, 0.14, -3.32)  0.000
C (1.60, 2.05, -0.99)  -0.001
C (0.76, 3.04, -0.47)  0.000
C (0.93, 4.36, -0.86)  0.000
C (1.94, 4.71, -1.74)  0.000
C (2.80, 3.74, -2.24)  0.000
C (2.62, 2.41, -1.86)  0.000
H (0.56, 1.90, 3.35)  0.000
H (3.47, 0.40, 3.25)  0.000
H (5.31, -0.55, 2.35)  0.000
H (6.68, -1.54, 0.53)  0.000
H (5.73, -1.61, -1.77)  0.000
H (3.47, -0.83, -2.18)  0.000
H (1.24, -2.47, -1.22)  0.001
H (0.73, -3.72, -3.28)  0.000
H (0.21, -2.50, -5.38)  0.000
H (0.20, -0.02, -5.38)  0.003
H (0.70, 1.22, -3.34)  0.000
H (-0.03, 2.76, 0.21)  0.000
H (0.26, 5.11, -0.48)  0.000
H (2.05, 5.74, -2.06)  0.000
H (3.60, 4.00, -2.92)  0.000
H (3.29, 1.66, -2.26)  0.000
O (-1.17, 2.39, 3.61)  0.005
C (-1.73, 1.89, 2.62)  0.008
O (-1.04, 1.39, 1.67)  0.027
C (-3.23, 1.98, 2.48)  0.004
C (-3.82, 3.03, 3.20)  0.000
C (-5.18, 3.29, 3.13)  0.003
C (-5.97, 2.48, 2.33)  0.000
C (-5.40, 1.44, 1.62)  -0.001
C (-4.03, 1.15, 1.68)  -0.002
S (-3.51, -0.25, 0.77)  -0.035
H (-3.17, 3.62, 3.82)  0.000
H (-5.61, 4.12, 3.69)  0.000
H (-7.04, 2.66, 2.25)  0.000
H (-6.02, 0.81, 0.99)  -0.001
Se (-2.90, -0.73, -4.43)  0.236
N (-3.01, -2.50, -4.09)  0.291
C (-2.54, -2.77, -2.86)  -0.005
C (-2.45, -4.04, -2.29)  0.154
C (-1.92, -4.15, -1.01)  0.030
C (-1.50, -3.02, -0.33)  0.146
N (-1.57, -1.77, -0.84)  0.017
C (-2.09, -1.64, -2.07)  0.007
N (-2.22, -0.49, -2.73)  0.089
H (-2.78, -4.90, -2.85)  0.008
H (-1.82, -5.11, -0.52)  -0.002
H (-1.08, -3.09, 0.66)  0.007
O (-2.04, -0.82, 3.68)  0.003
C (-0.99, -1.30, 3.33)  0.003
C (-0.05, -2.01, 4.31)  0.001
C (1.15, -2.38, 3.46)  0.000
C (0.73, -1.97, 2.05)  0.003
O (1.41, -2.25, 1.07)  0.005
N (-0.45, -1.31, 2.04)  0.007
H (-0.57, -2.87, 4.73)  0.000
H (0.17, -1.32, 5.12)  0.000
H (1.41, -3.43, 3.46)  0.000
H (2.05, -1.81, 3.71)  0.000
Se (-2.13, 2.07, -3.72)  0.001
C (-1.87, 0.86, -2.28)  0.033
N (-1.46, 1.04, -1.11)  0.029

Record 2
C4H3N3OS | the ωB97M-V functional and the def2-TZVPD basis

Output
HOMO level (spin up / spin down), hartree: -0.358 / -0.331
Gap between HOMO and LUMO (spin up / spin down), Eh: 0.3289 / 0.2644
Net charge: 0

Each line ends with the Löwdin charge.
Element x y z (Å)
C (-1.93, -0.03, 1.65)  -0.467
C (-0.19, 0.06, 0.31)  -0.443
C (-1.04, -0.57, -0.51)  -0.253
C (1.23, 0.46, 0.03)  -0.147
N (-0.70, 0.36, 1.55)  0.025
N (1.72, 0.15, -1.26)  0.068
N (1.22, -0.45, -2.16)  -0.145
O (1.53, -0.80, -3.26)  0.064
S (-2.56, -0.81, 0.24)  0.970
H (-2.52, 0.09, 2.53)  0.069
H (1.35, 1.55, 0.15)  0.128
H (1.90, -0.02, 0.74)  0.130

Record 3
C32H34IMgN6PS2 | the ωB97M-V functional and the def2-TZVPD basis

Output
HOMO level, hartree: -0.275
Gap between HOMO and LUMO, Eh: 0.2877
Net charge: 0

Each line ends with the Löwdin charge.
Element x y z (Å)
Mg (0.21, 0.07, 0.69)  0.599
N (-2.59, -0.76, 2.83)  0.137
C (-2.79, -1.57, 1.78)  -0.669
N (-2.20, -1.48, 0.60)  0.081
C (-2.76, -2.42, -0.27)  -0.335
C (-3.67, -3.26, 0.27)  -0.377
S (-3.94, -2.88, 1.92)  1.045
C (-2.40, -2.45, -1.70)  -0.331
C (-2.78, -3.40, -2.58)  -0.366
S (-2.12, -3.08, -4.14)  1.040
C (-1.39, -1.65, -3.50)  -0.718
N (-1.62, -1.44, -2.24)  0.090
N (-0.55, -0.85, -4.25)  0.078
H (-1.98, 0.03, 2.72)  0.068
H (-3.02, -0.95, 3.72)  0.104
H (-4.22, -4.05, -0.21)  0.071
H (-3.39, -4.28, -2.41)  0.071
H (-0.67, -0.88, -5.25)  0.087
H (-0.44, 0.08, -3.87)  -0.025
N (0.97, -1.64, -0.52)  0.059
C (2.07, -2.44, -0.10)  -0.235
C (3.04, -2.76, -1.05)  -0.040
C (4.13, -3.54, -0.73)  -0.098
C (4.25, -4.03, 0.56)  -0.093
C (3.30, -3.69, 1.51)  -0.035
C (2.19, -2.89, 1.23)  -0.115
C (1.32, -2.42, 2.36)  -0.210
C (1.15, -3.28, 3.45)  -0.066
C (0.64, -2.81, 4.65)  -0.101
C (0.34, -1.46, 4.78)  -0.112
C (0.43, -0.64, 3.66)  -0.172
C (0.87, -1.08, 2.39)  -0.145
H (0.93, -1.57, -1.53)  0.079
H (0.07, -2.02, -0.21)  0.068
H (2.91, -2.39, -2.07)  0.110
H (4.88, -3.76, -1.48)  0.100
H (5.10, -4.65, 0.84)  0.099
H (3.44, -4.03, 2.53)  0.107
H (1.42, -4.33, 3.36)  0.104
H (0.52, -3.49, 5.49)  0.095
H (0.00, -1.06, 5.73)  0.093
H (0.13, 0.40, 3.78)  0.080
C (-2.69, 4.01, 1.77)  -0.115
C (-1.39, 3.95, 2.27)  -0.109
C (-0.57, 2.86, 1.97)  -0.157
C (-1.00, 1.77, 1.19)  -0.215
C (-2.33, 1.87, 0.71)  -0.207
C (-3.16, 2.96, 0.99)  -0.122
H (-3.32, 4.85, 2.00)  0.093
H (-1.01, 4.76, 2.88)  0.093
H (0.44, 2.86, 2.37)  0.078
H (-2.74, 1.06, 0.12)  0.066
H (-4.17, 2.99, 0.60)  0.096
I (4.93, 2.53, 3.11)  0.886
C (3.89, 2.30, 1.32)  -0.708
C (4.26, 3.01, 0.19)  -0.131
C (3.52, 2.83, -0.97)  -0.049
C (2.45, 1.96, -0.96)  -0.127
N (2.10, 1.26, 0.13)  0.034
C (2.82, 1.42, 1.25)  -0.191
H (5.10, 3.69, 0.22)  0.099
H (3.78, 3.37, -1.88)  0.108
H (1.84, 1.80, -1.84)  0.068
H (2.52, 0.82, 2.11)  0.085
C (-2.54, 1.69, -3.21)  -0.288
P (-0.79, 2.11, -2.86)  0.794
C (-1.01, 3.71, -1.99)  -0.274
C (-0.31, 2.78, -4.51)  -0.303
H (-3.06, 2.53, -3.68)  0.043
H (-3.03, 1.44, -2.26)  0.027
H (-2.61, 0.81, -3.86)  0.021
H (-1.57, 4.41, -2.60)  0.043
H (-0.03, 4.14, -1.75)  0.038
H (-1.53, 3.54, -1.05)  0.007
H (-1.03, 3.52, -4.86)  0.038
H (-0.25, 1.97, -5.25)  0.023
H (0.68, 3.25, -4.45)  0.033

Record 4
C3H7ClO2 | the ωB97M-V functional and the def2-TZVPD basis

Output
SMILES: CC(C)=O.OCl
HOMO level, hartree: -0.369
Gap between HOMO and LUMO, Eh: 0.3744
Net charge: 0

Each line ends with the Löwdin charge.
Element x y z (Å)
C (0.66, 0.94, 0.62)  -0.032
C (0.68, -0.08, -0.48)  -0.544
C (0.67, -1.47, -0.02)  -0.026
O (0.46, 0.25, -1.61)  0.064
H (-0.09, 0.60, 1.35)  0.091
H (0.56, 1.94, 0.10)  0.105
H (1.52, 0.95, 1.33)  0.093
H (0.16, -2.15, -0.69)  0.095
H (0.06, -1.62, 0.78)  0.039
H (1.67, -1.78, 0.36)  0.114
O (-2.54, 2.20, -1.21)  -0.577
Cl (-3.15, 0.61, -1.16)  0.538
H (-1.60, 2.07, -1.57)  0.041

Record 5
C3H7N3O | the ωB97M-V functional and the def2-TZVPD basis

Output
SMILES: [NH2+]=C1COC(=[NH2+])N1
HOMO level, hartree: -0.773
Gap between HOMO and LUMO, Eh: 0.4117
Net charge: +2

Each line ends with the Löwdin charge.
Element x y z (Å)
N (0.03, -1.41, -1.83)  0.336
C (0.09, -0.67, -0.76)  -0.131
C (1.15, -0.70, 0.29)  -0.060
O (0.73, 0.06, 1.35)  0.119
C (-0.41, 0.83, 0.88)  -0.183
N (-0.90, 1.81, 1.56)  0.323
N (-0.79, 0.35, -0.35)  0.256
H (0.90, -1.88, -1.96)  0.172
H (-0.85, -1.45, -2.33)  0.185
H (1.37, -1.65, 0.61)  0.145
H (2.16, -0.45, -0.11)  0.199
H (-1.39, 2.56, 1.07)  0.182
H (-0.61, 1.87, 2.59)  0.236
H (-1.48, 0.73, -1.01)  0.219

Record 6
C24H52N3O11 | the ωB97M-V functional and the def2-TZVPD basis

Output
HOMO level, hartree: -0.424
Gap between HOMO and LUMO, Eh: 0.2357
Net charge: +1

Each line ends with the Löwdin charge.
Element x y z (Å)
C (-4.34, -0.19, 2.85)  0.036
C (-4.83, -1.40, 2.03)  -0.331
O (-5.60, -2.21, 2.55)  0.152
N (-4.49, -1.52, 0.58)  0.063
H (-3.54, -2.11, 0.86)  0.275
H (-5.26, -1.92, 0.27)  0.110
C (-4.10, -0.38, -0.17)  -0.018
H (-4.36, 0.78, 2.27)  0.113
H (-3.41, -0.33, 3.37)  0.089
H (-4.87, 0.01, 3.72)  0.071
H (-5.01, 0.26, 0.02)  0.144
H (-3.87, -0.53, -1.21)  0.112
H (-3.16, 0.00, 0.30)  0.107
C (0.30, -4.55, 1.49)  0.010
C (0.71, -4.56, -0.05)  -0.383
O (1.57, -5.39, -0.31)  0.142
N (0.10, -3.56, -0.90)  0.090
H (-0.88, -3.89, -1.01)  0.199
H (0.06, -2.67, -0.48)  0.093
C (0.50, -3.52, -2.32)  0.012
H (0.75, -5.47, 1.87)  0.096
H (-0.80, -4.49, 1.69)  0.084
H (0.77, -3.58, 1.92)  0.059
H (0.20, -4.56, -2.96)  0.193
H (1.45, -3.23, -2.52)  0.018
H (-0.13, -2.67, -2.79)  0.123
N (-0.21, -0.19, 0.49)  -0.580
O (-0.06, 1.02, 0.74)  0.005
O (0.31, -0.68, -0.47)  -0.039
O (-1.04, -0.82, 1.22)  -0.046
C (3.41, -1.60, -2.68)  -0.014
C (2.45, -0.74, -1.88)  -0.413
C (3.20, 0.63, -1.37)  0.015
O (1.37, -0.30, -2.65)  -0.191
H (3.86, -2.17, -1.86)  0.103
H (3.94, -1.08, -3.35)  0.040
H (2.77, -2.26, -3.27)  0.066
H (1.94, -1.29, -1.00)  0.109
H (2.36, 1.04, -0.67)  0.085
H (3.50, 1.17, -2.25)  0.089
H (3.96, 0.70, -0.73)  0.015
H (0.63, 0.10, -2.20)  0.017
C (-2.02, 3.69, 3.68)  -0.004
C (-1.11, 2.51, 4.26)  -0.504
C (-1.10, 2.56, 5.78)  -0.070
O (-1.34, 1.28, 3.66)  -0.053
H (-1.60, 4.46, 4.00)  -0.023
H (-3.05, 3.46, 3.92)  0.084
H (-1.78, 3.90, 2.61)  0.091
H (-0.17, 2.80, 4.16)  0.070
H (-0.34, 1.83, 6.17)  0.075
H (-2.17, 2.39, 6.19)  0.103
H (-0.54, 3.46, 6.33)  0.123
H (-0.99, 1.18, 2.74)  0.062
C (1.45, 3.69, -2.99)  -0.034
C (1.30, 3.24, -1.61)  -0.521
C (1.00, 4.34, -0.69)  -0.039
O (0.21, 2.36, -1.81)  -0.084
H (1.73, 2.79, -3.55)  0.087
H (2.38, 4.29, -2.97)  0.109
H (0.69, 4.19, -3.44)  0.065
H (2.00, 2.61, -1.15)  0.078
H (0.02, 4.83, -0.79)  0.108
H (1.44, 5.21, -0.96)  0.047
H (1.06, 4.02, 0.32)  0.077
H (-0.02, 1.86, -0.97)  0.070
C (-1.12, 1.34, -6.13)  -0.016
C (-1.52, 0.61, -4.76)  -0.357
C (-0.23, 0.10, -4.16)  -0.073
O (-2.22, 1.60, -3.93)  -0.027
H (-0.18, 1.97, -6.17)  0.117
H (-1.87, 1.66, -6.60)  -0.007
H (-0.76, 0.74, -6.85)  0.034
H (-2.19, -0.14, -4.99)  0.102
H (0.21, -0.74, -4.77)  0.126
H (-0.42, -0.30, -3.08)  0.095
H (0.45, 0.80, -3.91)  0.023
H (-1.50, 2.04, -3.57)  0.005
C (2.02, -0.90, 2.09)  0.135
C (2.64, 0.04, 3.27)  0.203
C (3.51, -0.76, 4.27)  -0.408
O (4.11, -0.23, 5.15)  0.154
C (3.58, -2.25, 4.17)  0.154
C (3.00, -3.03, 2.98)  0.137
C (2.21, -2.35, 1.92)  -0.356
O (1.63, -3.03, 1.05)  -0.088
H (1.50, -0.31, 1.42)  0.016
H (2.72, 1.06, 3.24)  0.072
H (4.25, -2.60, 4.63)  -0.010
H (2.97, -4.10, 2.66)  0.126

Record 7
C26H58O18 | the ωB97M-V functional and the def2-TZVPD basis

Output
HOMO level, hartree: -0.050
Gap between HOMO and LUMO, Eh: 0.1692
Net charge: -2

Each line ends with the Löwdin charge.
Element x y z (Å)
O (8.49, 0.46, 4.33)  0.039
C (7.89, 0.63, 3.14)  -0.893
O (6.63, 0.44, 2.94)  -0.129
O (8.53, 0.95, 2.13)  -0.095
H (7.69, 0.36, 4.85)  0.078
O (1.27, 0.03, 2.28)  0.048
C (0.81, -0.21, 1.06)  -0.951
O (-0.39, -0.23, 0.76)  -0.094
O (1.67, -0.27, 0.17)  -0.087
H (2.18, 0.04, 1.98)  0.087
C (-2.27, -0.49, -9.15)  -0.116
O (-3.16, -0.70, -8.05)  -0.159
C (-4.25, -1.58, -8.41)  -0.152
C (-3.85, -3.15, -8.30)  -0.154
O (-3.52, -3.45, -6.93)  -0.151
C (-3.05, -4.74, -6.61)  -0.197
C (-3.25, -5.12, -5.10)  -0.181
O (-2.48, -4.20, -4.31)  -0.187
C (-2.39, -4.66, -2.91)  -0.074
H (-1.73, -1.39, -9.44)  0.079
H (-1.56, 0.32, -8.99)  0.086
H (-2.76, -0.10, -10.05)  0.074
H (-4.61, -1.46, -9.43)  0.100
H (-5.16, -1.39, -7.84)  0.115
H (-3.00, -3.36, -8.96)  0.103
H (-4.61, -3.86, -8.61)  0.109
H (-2.00, -4.76, -6.92)  0.122
H (-3.52, -5.50, -7.23)  0.108
H (-2.91, -6.13, -4.86)  0.113
H (-4.33, -5.01, -4.96)  0.117
H (-2.02, -5.68, -2.78)  0.071
H (-3.42, -4.71, -2.58)  0.077
H (-1.76, -4.00, -2.32)  0.098
C (-5.83, -0.43, -0.38)  -0.105
O (-5.57, -0.17, -1.76)  -0.182
C (-6.70, 0.39, -2.42)  -0.197
C (-6.29, 1.85, -2.72)  -0.166
O (-5.19, 1.99, -3.66)  -0.108
C (-4.90, 3.36, -3.93)  -0.197
C (-4.11, 4.09, -2.87)  -0.298
O (-3.28, 3.17, -2.31)  -0.149
C (-2.52, 3.84, -1.27)  -0.057
H (-4.93, -0.98, -0.10)  0.094
H (-6.67, -1.12, -0.39)  0.079
H (-5.84, 0.37, 0.36)  0.085
H (-7.67, 0.29, -1.92)  0.115
H (-6.72, -0.23, -3.31)  0.121
H (-6.03, 2.27, -1.75)  0.121
H (-7.14, 2.46, -3.04)  0.110
H (-5.71, 3.98, -4.32)  0.116
H (-4.22, 3.24, -4.77)  0.124
H (-4.76, 4.60, -2.16)  0.110
H (-3.43, 4.89, -3.19)  0.121
H (-2.05, 3.18, -0.54)  0.098
H (-3.11, 4.58, -0.73)  0.077
H (-1.68, 4.36, -1.74)  0.085
C (4.68, -6.66, -2.90)  -0.115
O (4.85, -6.58, -1.50)  -0.189
C (4.71, -5.31, -0.91)  -0.210
C (6.00, -4.60, -0.51)  -0.176
O (6.48, -3.95, -1.67)  -0.099
C (7.63, -4.62, -2.25)  -0.180
C (8.45, -3.86, -3.30)  -0.179
O (9.11, -2.67, -2.81)  -0.166
C (10.27, -3.07, -2.11)  -0.146
H (3.66, -6.38, -3.15)  0.086
H (4.88, -7.70, -3.17)  0.083
H (5.34, -6.01, -3.48)  0.073
H (4.11, -5.42, -0.01)  0.123
H (4.14, -4.65, -1.57)  0.130
H (6.60, -5.39, -0.06)  0.124
H (5.74, -3.87, 0.26)  0.138
H (7.46, -5.60, -2.71)  0.107
H (8.27, -4.96, -1.43)  0.110
H (7.87, -3.55, -4.17)  0.122
H (9.29, -4.41, -3.73)  0.111
H (10.36, -2.49, -1.20)  0.099
H (11.12, -2.94, -2.78)  0.077
H (10.44, -4.11, -1.81)  0.075
C (-1.84, 3.92, 6.84)  -0.087
O (-2.61, 4.57, 7.88)  -0.206
C (-2.40, 6.00, 8.02)  -0.194
C (-2.55, 6.60, 9.43)  -0.194
O (-1.48, 6.62, 10.35)  -0.151
C (-0.85, 5.36, 10.57)  -0.125
C (0.57, 5.72, 11.26)  -0.166
O (0.45, 5.87, 12.67)  -0.213
C (1.29, 6.96, 13.14)  -0.101
H (-2.06, 2.86, 6.84)  0.086
H (-0.76, 3.93, 6.98)  0.083
H (-2.04, 4.25, 5.82)  0.086
H (-2.93, 6.55, 7.24)  0.120
H (-1.36, 6.16, 7.76)  0.115
H (-3.36, 6.06, 9.93)  0.121
H (-2.93, 7.62, 9.35)  0.121
H (-0.81, 4.87, 9.60)  0.108
H (-1.32, 4.72, 11.32)  0.122
H (1.12, 6.57, 10.86)  0.111
H (1.19, 4.82, 11.28)  0.117
H (0.95, 7.23, 14.14)  0.079
H (1.13, 7.87, 12.56)  0.082
H (2.33, 6.63, 13.15)  0.085

Record 8
C8H21N4O10Sr | the ωB97M-V functional and the def2-TZVPD basis

Output
HOMO level, hartree: -0.109
Gap between HOMO and LUMO, Eh: 0.1699
Net charge: -1

Each line ends with the Löwdin charge.
Element x y z (Å)
Sr (-0.43, -0.12, 0.16)  1.583
C (0.24, -4.87, -1.09)  -0.071
C (0.73, -3.58, -0.85)  -0.876
O (-0.13, -2.73, -0.49)  -0.170
O (1.90, -3.26, -0.90)  0.015
H (-0.55, -4.75, -1.83)  0.070
H (-0.25, -5.22, -0.18)  0.073
H (0.88, -5.69, -1.43)  0.070
C (2.56, 1.43, -2.98)  -0.035
C (1.44, 0.63, -2.24)  -0.765
O (1.77, -0.46, -1.65)  -0.088
O (0.32, 1.12, -2.21)  -0.134
H (3.09, 1.97, -2.18)  0.057
H (2.22, 2.16, -3.71)  0.045
H (3.27, 0.74, -3.42)  0.057
C (3.01, -0.80, 3.41)  -0.039
C (1.99, -0.68, 2.30)  -0.804
O (0.83, -0.36, 2.60)  -0.151
O (2.31, -0.98, 1.12)  -0.040
H (3.56, 0.14, 3.51)  0.055
H (3.88, -1.44, 3.25)  0.066
H (2.45, -1.00, 4.32)  0.059
C (1.09, 3.17, 1.66)  -0.754
O (0.79, 2.29, 0.87)  0.002
N (1.17, 4.44, 1.39)  0.163
N (1.37, 2.91, 2.91)  0.179
H (1.58, 5.10, 2.03)  0.108
H (0.87, 4.70, 0.46)  0.121
H (1.39, 1.93, 3.17)  0.098
H (1.24, 3.62, 3.62)  0.104
C (-3.45, -0.57, -1.90)  -0.711
O (-2.39, -0.52, -1.27)  -0.114
N (-4.02, -1.71, -2.08)  0.193
N (-3.98, 0.53, -2.43)  0.176
H (-3.56, -2.51, -1.67)  0.141
H (-4.88, -1.69, -2.61)  0.112
H (-4.86, 0.46, -2.92)  0.100
H (-3.39, 1.35, -2.46)  0.115
O (-1.91, 1.89, -0.01)  -0.127
H (-2.42, 2.35, 0.66)  0.058
H (-1.94, 2.47, -0.77)  0.056
O (-2.28, -0.69, 1.76)  -0.113
H (-3.08, -0.19, 1.93)  0.049
H (-2.44, -1.55, 2.15)  0.067

It is found that the energy above the lowest of the compared OMol25 structures with the same formula, charge and spin values, taken in the order of the records, are 0.000, 5.684, 0.851, 2.815, 0.470, 5.964, 5.210, 0.000 eV.
It is found that the F_max values, taken in the order of the records, are 1.12, 2.48, 0.71, 3.43, 5.60, 16.48, 6.93, 5.64 eV Å⁻¹.